Record 1
This record from OMol25 describes a molecular structure, C4H6CuO4. The level of theory is the ωB97M-V functional and the def2-TZVPD basis.

```
15
Properties=species:S:1:pos:R:3:forces:R:3:mulliken_charge:R:1
Cu -1.216118 -1.600207 -1.394395 0.882 0.995 0.997 0.797
O 0.199284 0.466551 1.669364 -0.977 -0.660 1.874 -0.383
O -1.488941 -2.065623 1.489188 0.589 -0.439 0.653 -0.402
O 0.152358 0.130737 -0.656595 -1.060 -0.083 -3.511 -0.315
O -0.221100 0.894127 -2.164480 -0.292 -0.367 1.651 -0.222
C 0.622594 1.582731 -2.751622 0.648 -0.539 1.082 0.316
C -0.007032 -0.471565 2.419026 1.944 -1.162 -1.861 0.090
C -1.348025 -1.191981 2.314959 -1.289 2.435 -2.095 0.101
C 0.236676 2.694547 -3.630532 -0.151 -0.177 -0.625 -0.940
H 0.835039 -1.091884 2.779633 0.010 0.463 0.626 0.324
H 0.650568 3.627038 -3.216145 -0.053 -0.276 0.051 0.323
H 1.678836 1.345747 -2.547398 -0.183 0.326 0.046 0.402
H 0.731170 2.555000 -4.604882 -0.158 0.096 0.202 0.328
H -2.201041 -0.510640 2.512845 -0.223 -0.597 0.864 0.293
H -0.849644 2.772811 -3.745251 0.311 -0.016 0.045 0.288
```
Forces are in eV/Å.

Results
- Net charge: +1
- HOMO (alpha / beta): -0.4806 / -0.4806 hartree
- Orbital gap (alpha / beta): 0.2873 / 0.2873 hartree

---

Record 2
This record from OMol25 describes C3H7N3 in the gas phase. The level of theory is the ωB97M-V functional and the def2-TZVPD basis.

```
13
Properties=species:S:1:pos:R:3:forces:R:3:mulliken_charge:R:1
N -1.513599 0.964721 2.587861 0.642 -0.166 -0.933 -0.435
N 0.791208 -1.087738 -1.116493 0.054 -0.208 -0.011 -0.587
N -0.761307 1.122828 -0.744791 0.111 0.139 -0.086 -0.731
C -0.875204 0.822711 1.633602 -0.490 0.141 0.826 0.094
C -0.042269 0.648501 0.425589 0.086 -0.079 0.140 0.383
C 0.290231 -0.852234 0.233587 -0.057 -0.014 0.205 -0.589
H -0.613760 -1.436524 0.436087 0.095 0.103 -0.053 0.325
H 0.134034 -1.639538 -1.653980 0.101 0.098 0.014 0.212
H 0.899921 1.189030 0.618040 -0.125 -0.071 -0.082 0.182
H -0.199920 0.848635 -1.548643 -0.107 0.075 0.050 0.289
H -0.822447 2.135951 -0.736127 -0.079 -0.118 -0.009 0.258
H 1.674387 -1.580562 -1.115493 -0.082 0.072 0.020 0.220
H 1.038725 -1.135781 0.980762 -0.148 0.027 -0.080 0.378
```
Forces are in eV/Å.

Results
- Relative energy (zero: lowest compared OMol25 entry of this formula, charge and spin): 33.13 kJ/mol
- HOMO: -0.3609 hartree
- SMILES: N#C[C@H](N)CN
- Orbital gap: 0.3900 hartree

---

Record 3
This record from OMol25 describes 5 unconnected molecules or ions with the total composition C18H35Cl8NO2. The level of theory is the ωB97M-V functional and the def2-TZVPD basis.

```
64
Properties=species:S:1:pos:R:3:forces:R:3:mulliken_charge:R:1
Cl 2.184615 3.403052 3.702440 0.061 0.125 0.426 -0.119
Cl -6.163403 -1.698387 -3.070687 0.043 0.081 -0.023 -0.157
Cl 3.687997 6.216537 6.468148 -0.038 -0.045 0.044 -0.173
Cl 6.127955 6.084226 4.865535 0.007 -0.052 -0.029 -0.158
Cl 0.350510 -5.512954 -0.592557 0.223 -0.194 0.041 -0.123
Cl -5.081010 -3.632293 -4.977161 0.038 0.017 -0.054 -0.165
Cl 1.433917 -7.487103 -2.460189 0.022 0.024 -0.062 -0.170
Cl -0.099491 5.192347 3.351315 0.034 0.035 -0.014 -0.171
O -1.802508 0.197901 -3.925609 0.014 0.115 0.785 -0.459
O 2.119825 0.631974 -2.117974 0.173 -0.317 -0.597 -0.567
N 3.292007 1.451770 -0.261066 -0.938 -1.852 0.092 -0.291
C -0.069053 -2.263772 1.460432 -0.107 0.204 0.936 -0.422
C 1.142953 2.053653 0.868644 1.446 -0.330 -2.405 0.576
C -0.092491 0.233326 2.267653 0.730 0.106 0.406 -0.764
C -1.505816 -1.973484 0.971476 0.334 -0.957 -0.673 -0.306
C 2.665622 1.707363 1.059507 0.804 2.436 0.659 -0.951
C -2.774828 0.943697 -3.196422 -0.276 0.237 -0.303 -0.525
C -5.401485 -1.925349 -4.652027 0.063 0.117 -0.061 -0.051
C 0.103446 0.925092 0.886394 -0.865 -0.138 1.354 -0.294
C 0.570919 -1.161899 2.367515 0.237 0.450 -0.469 -0.893
C 4.723107 5.193333 5.460484 0.068 -0.093 -0.116 0.251
C -1.991804 -1.870655 -2.515743 1.063 0.842 0.679 -0.326
C -1.101652 -2.664358 -1.488753 -1.378 -0.281 -0.477 -0.008
C -1.102698 -0.717705 -3.088366 -0.280 -1.065 -0.450 -0.493
C -1.880232 -2.977564 -0.160779 0.442 0.555 -0.128 -1.117
C 1.592090 5.067716 3.843935 -0.097 0.155 0.020 -0.234
C 1.218397 2.441549 -0.677133 -0.912 -1.694 0.275 -0.533
C 1.123853 -5.773225 -2.160629 0.049 0.072 -0.070 -0.234
C 2.240551 1.370448 -1.187068 0.217 1.958 1.209 0.364
H 3.942548 0.669462 -0.276765 -0.198 0.123 -0.176 0.308
H -1.146254 0.179467 2.584136 0.290 0.030 -0.319 0.510
H -2.339290 -2.502618 -3.346634 -0.008 0.164 0.336 0.192
H 0.468668 -5.395163 -2.939371 -0.036 -0.081 0.070 0.226
H 2.995639 1.081823 1.904270 -0.409 -0.492 -0.673 0.335
H 0.407717 0.873327 3.022453 -0.300 -0.219 -0.207 0.329
H -0.865467 1.389893 0.620377 0.410 -0.142 -0.080 0.310
H -4.459806 -1.383629 -4.671507 -0.001 -0.092 0.102 0.008
H -3.768927 0.713387 -3.622056 0.233 0.072 0.447 0.142
H -0.530241 -0.218323 -2.284118 -0.407 0.078 -0.216 0.199
H 0.288309 0.148405 0.123830 0.235 0.422 0.117 -0.096
H 0.625658 -1.448193 3.431258 -0.193 -0.094 -0.419 0.420
H -0.135261 -3.181667 2.074477 0.091 0.211 -0.393 0.414
H -0.357676 -1.214798 -3.735008 -0.141 0.419 0.193 0.365
H 1.681981 5.384878 4.876707 -0.072 -0.094 -0.021 0.211
H 4.150272 4.834926 4.607946 0.141 0.133 0.169 -0.201
H 0.272919 2.090509 -1.119256 0.166 0.839 -0.139 0.148
H -1.643713 -0.971945 0.532353 0.156 -0.182 0.375 0.029
H -0.857367 -3.613197 -1.987043 0.274 0.343 0.330 -0.126
H -2.203048 -2.098003 1.815283 0.156 0.222 -0.264 0.389
H -0.180546 -2.086910 -1.306143 -0.211 -0.386 0.044 0.403
H 2.192159 5.707095 3.203031 -0.057 -0.093 -0.053 0.329
H -1.666866 -4.026592 0.135532 -0.428 0.706 0.029 0.304
H 5.066919 4.354187 6.056352 0.002 0.097 0.028 0.288
H 1.431467 3.489276 -0.916667 0.228 -0.401 0.016 0.368
H 2.068214 -5.238905 -2.176292 -0.023 -0.077 0.077 0.305
H 0.961912 2.925917 1.500230 -0.627 -0.492 -0.102 0.036
H -2.752410 0.722699 -2.116906 -0.101 -0.039 -0.374 0.181
H -6.069049 -1.541353 -5.416398 -0.036 -0.099 0.067 0.343
H -2.626733 2.033307 -3.304547 0.209 -0.425 -0.131 0.282
H -2.954980 -2.815512 -0.349967 0.316 -0.590 -0.017 0.434
H 0.624088 -2.503021 0.640734 -0.404 0.158 0.066 0.302
H 1.619675 -1.029971 2.034190 -0.329 -0.106 0.275 0.179
H 3.106068 2.689959 1.325123 -0.267 -0.398 0.274 0.344
H -2.857871 -1.473953 -1.960922 0.161 -0.024 -0.425 0.301
```
Forces are in eV/Å.

Results
- Relative energy (zero: lowest compared OMol25 entry of this formula, charge and spin): 124.14 kJ/mol
- HOMO: -0.3498 hartree
- SMILES: COCCCCCCCCC[C@H]1CNC(=O)C1.ClCCl.ClCCl.ClCCl.ClCCl
- Orbital gap: 0.3642 hartree

---

Record 4
This record from OMol25 describes a molecular structure, C20H16AsMnN5O6S. The level of theory is the ωB97M-V functional and the def2-TZVPD basis.

```
50
Properties=species:S:1:pos:R:3:forces:R:3:lowdin_spin:R:1
As 0.710124 -0.965750 -2.927523 -0.031 0.268 0.153 0.009
Mn 1.219516 0.294714 -0.229324 0.350 -0.961 0.549 3.732
S 0.092952 2.328014 -1.392677 0.043 -0.068 -0.062 0.007
O -0.047767 3.713954 -1.651058 -0.009 -0.002 0.001 0.003
O 1.632974 -0.984354 -1.452934 -0.188 0.348 0.099 0.031
O 1.350975 1.650836 -1.817694 0.030 0.232 -0.186 0.038
O -0.010303 1.921201 0.052410 -0.271 0.067 -0.174 0.056
O 0.256036 -2.481938 -3.271067 -0.028 -0.104 -0.071 -0.002
O 1.749877 -0.194677 -4.080369 0.023 0.026 -0.057 0.003
N -1.734682 -2.693149 0.536104 0.052 0.013 -0.050 0.005
N 1.366395 0.412536 1.946505 0.041 0.397 -0.262 0.044
N -0.171050 -0.982556 0.603760 0.069 -0.011 -0.069 -0.018
N 3.188064 1.063255 0.264801 0.064 0.045 -0.132 0.036
N 0.291314 0.006515 2.679958 -0.184 -0.136 0.159 0.006
C -3.302874 -1.640847 4.242588 -0.011 0.008 0.015 0.001
C 2.309750 1.082325 2.468943 0.060 -0.067 0.001 0.016
C -2.401942 1.991754 -2.331287 -0.084 0.058 0.002 0.000
C 5.537649 2.315690 0.982655 0.000 -0.011 -0.044 0.003
C -3.893596 -2.672297 3.510801 0.003 -0.004 -0.014 0.000
C -1.676467 -1.340988 2.504275 -0.047 -0.101 -0.002 -0.001
C -3.391607 -3.041793 2.279115 0.006 0.012 -0.008 0.001
C -2.285040 -2.365595 1.781168 -0.008 0.053 0.071 -0.001
C -3.457260 1.310323 -2.921465 0.058 -0.023 0.008 0.001
C 3.398309 1.433238 1.543109 0.036 -0.029 -0.033 0.005
C -1.989568 -0.546015 -3.343658 -0.004 -0.075 -0.036 0.001
C -1.151528 1.404726 -2.251894 0.111 0.136 0.112 0.002
C -0.753783 -1.986411 -0.003384 -0.102 -0.033 0.001 0.006
C -3.248521 0.037241 -3.421013 0.021 0.025 0.019 0.000
C -0.483170 -0.724226 1.948578 0.088 0.138 0.049 -0.002
C 4.558664 2.067928 1.938326 -0.039 -0.006 0.014 0.002
C -0.911944 0.125271 -2.765903 -0.066 -0.133 -0.134 0.003
C -2.198699 -0.980821 3.748514 0.003 -0.018 -0.009 0.000
C 4.119211 1.308304 -0.649390 0.019 0.023 0.032 0.008
C 5.319617 1.927175 -0.326414 0.001 0.014 0.028 0.002
H 3.884829 1.009883 -1.663131 0.005 -0.006 0.003 0.001
H -1.721191 -0.186501 4.304181 0.006 0.000 0.000 0.000
H 6.458960 2.807893 1.262480 0.000 0.003 0.004 0.000
H 2.332342 1.364327 3.517650 -0.030 -0.037 0.010 0.002
H 4.693149 2.359024 2.970907 0.002 -0.001 0.002 0.000
H -3.847910 -3.839818 1.707324 -0.005 -0.003 0.002 0.000
H -2.112191 -3.466485 0.008820 -0.016 0.003 0.003 0.000
H -3.713538 -1.363249 5.203131 0.007 0.005 0.001 0.000
H -0.431676 -2.286159 -0.997177 0.028 -0.016 0.013 0.000
H -4.056725 -0.509037 -3.888077 -0.011 0.010 -0.002 0.000
H -4.755568 -3.188385 3.910805 -0.002 -0.004 -0.007 0.000
H -4.429082 1.779157 -2.989881 -0.007 -0.003 -0.003 0.000
H 6.054850 2.104179 -1.097554 0.007 0.003 0.004 0.000
H -2.541080 2.990729 -1.938750 0.011 -0.002 0.002 0.000
H 2.021812 -0.832189 -4.755496 -0.027 -0.036 -0.013 0.000
H -1.828605 -1.536954 -3.749789 0.025 0.003 0.008 0.000
```
Forces are in eV/Å.

Results
- Net charge: +1
- HOMO (alpha / beta): -0.4323 / -0.4334 hartree
- Orbital gap (alpha / beta): 0.2643 / 0.2842 hartree
- Multiplicity: 5

---

no.,electronic energy (eV)
1,-57060.2375
2,-7694.3359
3,-124997.0705
4,-143724.9859